Entry 1:
ORCA calculation (ωB97M-V with the def2-TZVPD basis set) on 3 unconnected molecules or ions with the total composition C3H4N4O in a non-equilibrium geometry.

HOMO level = -8.6 eV

Geometry as XYZ:
```
12
Properties=species:S:1:pos:R:3:mulliken_charge:R:1
C -0.448 -0.281 -0.405 0.38
C 0.284 -0.711 0.694 0.00
C 1.169 0.074 1.410 -0.22
H -2.282 -2.248 -0.109 0.28
H -1.558 -2.471 -2.505 0.30
H 0.174 -1.909 0.865 0.23
H 1.961 -0.401 2.167 0.30
N -1.329 -2.129 -1.170 -0.65
N -1.074 -0.786 -1.324 -0.20
N 0.476 1.846 0.174 -0.12
N -0.152 1.098 -0.634 -0.17
O 1.279 1.541 1.259 -0.14
```



Entry 2:
ORCA calculation (ωB97M-V with the def2-TZVPD basis set) on a single C3H4N4O molecule in a non-equilibrium geometry.

HOMO level = -10.0 eV
SMILES = [H]/N=C1/N=CN=CON1

Geometry as XYZ:
```
12
Properties=species:S:1:pos:R:3:mulliken_charge:R:1
C -0.142 0.152 1.165 0.52
C 0.267 0.095 -1.663 0.05
C -0.235 -1.656 -0.268 0.12
H 0.715 1.332 2.414 0.21
H -0.028 2.036 0.383 0.25
H 0.780 0.533 -2.529 0.37
H -0.471 -2.700 -0.464 0.38
N 0.407 0.374 2.277 -0.62
N -0.564 1.166 0.270 -0.15
N 0.525 -1.091 -1.332 -0.42
N -0.601 -1.147 0.834 -0.41
O -0.654 0.907 -1.087 -0.31
```



Entry 3:
ORCA calculation (ωB97M-V with the def2-TZVPD basis set) on a single C3H4N4O molecule in a non-equilibrium geometry.

HOMO level = -9.3 eV
SMILES = [H]/N=c1/cn[nH]c(O)n1

Geometry as XYZ:
```
12
Properties=species:S:1:pos:R:3:mulliken_charge:R:1
C 1.058 0.359 -0.573 0.54
C -1.121 0.248 0.274 0.35
C -0.787 -1.128 0.809 0.03
H 1.404 1.752 -1.364 0.42
H -2.729 1.471 -0.097 0.26
H -1.618 -1.784 1.192 0.40
H 2.456 -0.894 0.376 0.27
N -0.076 0.831 -0.559 -0.51
N -2.373 0.574 0.324 -0.63
N 0.392 -1.650 0.741 -0.58
N 1.409 -0.723 0.231 -0.06
O 1.984 0.944 -1.355 -0.50
```



Table of gap between HOMO and LUMO (eV), in record order: 7.94, 9.97, 9.65
Table of relative energy (zero: lowest compared OMol25 entry of this formula, charge and spin) (eV), in record order: 9.799, 3.397, 2.274
Table of LUMO energy (eV), in record order: -0.68, 0.02, 0.36